[1]
15
Properties=species:S:1:pos:R:3:forces:R:3:lowdin_charge:R:1 method="wB97M-V/def2-TZVPD" charge=0 relative_energy_kcal_mol=120.6 max_force_ha_per_bohr=0.1617 homo_lumo_gap_ev=8.3 e_homo_ev=-7.644 energy_ev=-9867.4296
C 1.26151 -0.62111 0.56691 -3.26 1.24 0.09 -0.389
C 0.50158 -0.95340 1.67368 -1.10 0.40 4.68 -0.045
C -0.88236 -0.47593 1.54009 0.65 -0.25 1.22 -0.064
C -1.20822 0.91578 -0.87556 -5.92 5.71 1.16 -0.198
C -0.04802 0.36653 -1.67451 -1.49 -0.98 0.32 -0.088
C 0.31968 -0.01938 -0.24565 2.89 0.05 -1.06 -0.282
H 2.67031 -0.87903 -0.60796 0.39 1.16 3.60 0.197
H 0.97328 -1.06833 2.76529 -1.24 -0.40 -2.66 0.144
H -1.80523 -0.57571 2.21210 1.88 0.39 -1.08 0.122
H -2.50800 0.90485 -1.17265 4.15 -0.21 0.53 0.176
H -0.95472 2.17040 -0.54566 -1.09 -3.56 -1.41 0.180
H 0.46652 1.20188 -2.24911 -0.40 -1.73 0.40 0.124
H -0.50311 -0.61122 -2.18050 1.59 2.23 0.22 0.154
N -0.85589 0.22480 0.37591 0.75 -1.96 -1.72 -0.067
O 2.57268 -0.58013 0.41765 2.19 -2.08 -4.29 0.036



[2]
24
Properties=species:S:1:pos:R:3:forces:R:3:lowdin_charge:R:1 method="wB97M-V/def2-TZVPD" charge=+1 relative_energy_kcal_mol=287.5 max_force_ha_per_bohr=0.0951 homo_lumo_gap_ev=3.9 e_homo_ev=-14.291 energy_ev=-12022.1639
C -0.60416 -0.20375 -2.08102 -4.14 2.53 0.64 -0.249
C -1.23168 0.67654 -1.01611 0.60 -0.11 -0.37 -0.124
C -0.60881 0.60170 0.40782 -0.87 -1.83 -0.04 -0.197
C -1.39512 1.09418 1.57662 0.78 0.21 0.93 -0.046
O 1.87412 -1.38047 0.55775 0.48 0.18 0.08 -0.020
N -0.63754 -1.62886 -1.44242 3.27 1.55 -1.78 0.125
H 0.17676 0.44599 -2.55349 0.77 -0.75 0.17 0.174
H -1.33485 -0.26973 -2.90240 0.17 -0.16 -0.47 0.179
H -1.34235 1.71979 -1.31349 0.00 -0.11 -0.16 0.148
H -2.15882 0.12346 -0.83762 -0.36 0.46 0.21 0.151
H 0.42483 1.03742 0.37764 0.43 1.26 -0.76 0.140
H -0.42782 -0.47825 0.50441 -0.58 0.10 0.28 0.094
H -1.03637 0.54550 2.46135 -0.01 0.25 0.03 0.088
H -1.26635 2.15812 1.76923 -0.10 -0.03 -0.12 0.098
H -2.46269 0.85228 1.53744 0.03 -0.17 -0.37 0.114
H 0.32298 -0.99500 -1.73305 1.06 -2.34 1.59 0.116
H -0.41134 -2.26237 -2.22273 -0.72 -0.35 0.04 0.101
H 1.41118 -0.83465 2.13700 0.23 0.14 0.69 0.005
H 2.10937 -0.51390 0.06330 -0.09 -0.63 0.16 0.007
H 2.67871 1.02240 -1.25672 -0.18 0.43 0.08 0.075
O 1.97844 0.75629 -0.62984 -0.26 -0.56 -0.18 -0.037
H 1.17078 -1.82058 0.07529 -0.22 -0.10 -0.25 0.036
H 1.58187 -0.45130 3.67427 0.35 -0.34 0.32 0.051
O 1.18884 -0.19480 2.84679 -0.64 0.36 -0.71 -0.029



[3]
16
Properties=species:S:1:pos:R:3:forces:R:3:lowdin_charge:R:1 method="wB97M-V/def2-TZVPD" charge=0 relative_energy_kcal_mol=38.6 max_force_ha_per_bohr=0.0458 homo_lumo_gap_ev=8.6 e_homo_ev=-7.580 smiles="CS/N=C(/C)NN" energy_ev=-18561.0071
C 3.00781 0.35495 -0.04116 -0.14 -0.01 -0.86 -0.406
S 1.55613 -0.74043 -0.00164 0.84 -0.55 0.09 0.779
N 0.34249 0.36484 0.09902 -1.14 1.43 0.21 -0.311
C -0.93403 0.24783 -0.00414 2.09 -0.48 -0.05 -0.519
C -1.78745 1.45875 0.02603 -0.08 1.32 1.95 -0.042
N -1.58869 -0.94167 -0.20922 -0.36 0.03 -0.07 -0.075
N -1.02192 -2.18022 0.09032 1.62 -0.61 0.02 -0.023
H 2.85830 1.06875 -0.87574 0.24 -0.41 0.44 0.034
H 3.22913 0.91405 0.86817 -0.29 -0.23 0.11 0.028
H 3.85010 -0.32653 -0.27340 -0.39 0.42 0.08 0.030
H -1.22305 2.45002 0.01881 -0.59 -1.66 0.12 0.109
H -2.47114 1.40375 0.93342 0.84 0.26 -0.92 0.101
H -2.42722 1.43013 -0.80974 -0.91 0.13 -1.20 0.051
H -2.59226 -0.96456 -0.21184 -0.06 0.15 0.10 0.123
H -0.27698 -2.39162 -0.61042 -1.01 0.16 0.71 0.050
H -0.52122 -2.14804 1.00152 -0.66 0.07 -0.75 0.072



[4]
31
Properties=species:S:1:pos:R:3:forces:R:3:lowdin_charge:R:1 method="wB97M-V/def2-TZVPD" charge=+1 relative_energy_kcal_mol=21.5 max_force_ha_per_bohr=0.0358 homo_lumo_gap_ev=10.3 e_homo_ev=-12.724 energy_ev=-16117.1595
C -0.83322 0.91627 1.84017 -0.48 0.91 1.24 -0.271
C -0.45696 -0.51752 1.54715 -0.09 -0.29 -0.54 -0.192
C 1.04592 -0.73969 1.52327 0.02 -1.22 0.77 -0.193
C 1.83932 0.02525 0.47620 -0.38 -0.16 0.66 -0.145
N 1.79194 -0.54654 -0.86483 0.45 -0.32 0.64 0.069
C 0.89817 -0.34463 -1.79356 -0.12 -0.02 -0.44 -0.150
N -0.11424 0.45845 -1.67412 0.21 0.41 -0.02 0.205
N -1.13877 1.75309 0.68637 0.35 -0.19 -1.21 -0.017
H -1.63041 1.03598 2.58537 -0.15 -0.63 -0.11 0.119
H 0.00029 1.37834 2.37316 0.14 0.07 -0.25 0.087
H -0.85738 -1.20292 2.28537 -0.21 0.08 0.27 0.115
H -0.89130 -0.85288 0.59754 -0.05 0.09 0.03 0.106
H 1.22000 -1.82855 1.51477 0.09 0.14 -0.86 0.122
H 1.46279 -0.57883 2.52545 -0.12 0.86 -0.16 0.110
H 1.51671 1.06409 0.47070 0.05 0.12 -0.22 0.125
H 2.86580 -0.00854 0.79132 0.57 0.21 -0.13 0.123
H 2.46503 -1.28080 -1.01294 -0.01 0.03 -0.31 0.160
H 1.07149 -0.88784 -2.71577 -0.37 0.03 -0.04 0.157
H -0.75213 0.62563 -2.44542 0.08 -0.34 -0.49 0.085
H -0.23298 1.05247 -0.84462 -0.24 0.02 0.37 0.070
H -1.15837 2.71755 0.94051 0.27 0.67 0.28 0.081
H -2.04171 1.61157 0.24604 -0.13 -0.52 0.37 0.092
H -1.47740 -0.79453 -4.26246 -0.57 0.28 -0.14 0.013
H -2.29776 0.58650 -4.56308 -0.07 -0.52 -0.24 0.059
O -1.52681 0.17266 -4.16972 0.64 0.41 0.51 -0.065
H -1.03562 -3.24536 -3.78866 -0.23 -0.13 0.04 0.068
H -2.20185 -2.56237 -3.01466 -0.10 -0.27 0.00 0.065
O -1.30436 -2.44166 -3.33333 0.38 0.27 -0.08 -0.043
H 0.55420 1.64429 5.14037 0.88 -0.08 0.68 0.048
H 2.07791 1.31718 4.53351 -0.28 0.21 1.13 0.045
O 1.14170 1.47332 4.40588 -0.55 -0.13 -1.76 -0.047



[5]
12
Properties=species:S:1:pos:R:3:forces:R:3:lowdin_charge:R:1 method="wB97M-V/def2-TZVPD" charge=0 relative_energy_kcal_mol=131.7 max_force_ha_per_bohr=0.0082 homo_lumo_gap_ev="8.3 / 8.3" e_homo_ev="-8.899 / -8.899" energy_ev=-8334.7489
O 2.26790 -1.49730 -0.05138 -0.32 0.24 0.13 0.064
C 1.37348 -0.79545 0.35352 0.05 -0.17 -0.03 -0.256
C 0.33688 -0.17173 -0.52723 0.11 0.10 -0.03 -0.140
C -1.69126 -0.49365 -0.05507 -0.02 -0.03 0.21 0.028
O -1.68856 0.87361 -0.28110 -0.10 0.02 -0.01 -0.177
C -0.32243 1.13709 -0.03705 0.20 0.10 0.06 -0.209
H 1.25675 -0.57763 1.43809 0.05 -0.04 -0.13 0.129
H 0.66327 -0.15502 -1.57257 -0.08 -0.04 0.13 0.147
H -0.65744 -0.94924 -0.74132 0.18 -0.06 -0.08 0.094
H -1.38896 -0.67457 1.00829 0.00 0.02 -0.15 0.065
H -0.14341 1.26961 1.04300 -0.01 -0.02 -0.15 0.126
H -0.00622 2.03429 -0.57719 -0.06 -0.12 0.07 0.129



[6]
65
Properties=species:S:1:pos:R:3:forces:R:3:lowdin_charge:R:1 method="wB97M-V/def2-TZVPD" charge=0 relative_energy_kcal_mol=41.0 max_force_ha_per_bohr=0.0589 homo_lumo_gap_ev="6.2 / 6.7" spin_multiplicity=2 e_homo_ev="-6.005 / -7.398" energy_ev=-72148.1854
In 0.63556 -0.68885 0.80330 -0.12 -0.06 -0.29 0.679
C 1.59157 -3.99138 0.98590 0.44 -1.43 2.03 -0.168
C 1.17728 -3.82357 -0.32699 -0.39 0.55 -1.32 -0.149
C 1.68706 -2.59863 -0.79785 0.26 -0.96 0.59 -0.216
C 2.51566 -2.04259 0.25014 -1.04 0.02 -0.20 -0.322
C 2.38413 -2.91648 1.35808 1.17 0.41 2.04 -0.218
H 1.43015 -4.89243 1.64405 -0.09 1.19 -0.87 0.118
H 0.55481 -4.52578 -0.89264 0.23 0.47 0.26 0.106
H 1.58434 -2.20325 -1.77432 -0.09 0.29 -0.81 0.079
H 3.21535 -1.23942 0.16736 0.32 0.36 -0.11 0.067
H 2.87845 -2.68752 2.36428 -0.76 -0.72 -1.66 0.115
C 0.81387 -1.62276 4.23674 0.95 -2.40 -0.07 -0.062
C 0.36695 -0.23664 4.07114 -2.16 1.25 0.68 -0.372
C -0.92281 0.16517 4.59457 2.65 0.89 -1.16 0.006
C -1.28592 1.45526 4.27529 -2.07 0.31 -0.05 -0.060
C -0.50948 2.31518 3.49452 0.15 0.08 0.35 -0.020
C 0.71931 1.86342 3.05822 -0.46 -0.70 -0.65 -0.235
N 1.06604 0.59804 3.32485 1.39 -0.30 -0.41 0.090
C 1.45741 2.61360 1.95970 -1.06 0.94 0.64 -0.201
C 1.50035 4.03708 2.05772 0.84 -1.51 -0.78 -0.002
C 1.91824 4.75499 0.94840 -0.97 0.01 0.86 -0.047
C 2.11984 4.08414 -0.23910 0.99 -0.71 -0.59 -0.018
C 2.10294 2.70130 -0.25199 -1.02 -1.86 1.11 -0.176
N 1.75244 1.94746 0.85802 0.49 1.07 -1.04 0.139
C 2.33592 1.87613 -1.48722 1.76 0.65 -0.01 -0.240
C 1.87277 2.31884 -2.71334 -0.15 -0.70 -0.20 -0.047
C 2.24092 1.60601 -3.83388 0.15 -2.09 -0.01 -0.041
C 3.01651 0.44208 -3.65939 -0.25 1.01 -1.28 -0.016
C 3.57175 0.14251 -2.42422 -0.25 0.33 -0.90 -0.343
C 4.63761 -0.89474 -2.25416 -0.62 -0.30 -1.55 -0.019
N 3.25430 0.89051 -1.38805 -0.89 0.41 1.43 0.167
H 0.53746 -2.25276 3.31558 -0.06 0.78 1.29 0.070
H 0.36508 -2.08066 5.17545 0.57 0.42 -1.28 0.103
H 1.93771 -1.76220 4.23937 -1.24 0.53 0.31 0.093
H -1.51130 -0.47760 5.19819 -0.49 -0.49 0.27 0.101
H -2.33338 1.78855 4.49465 1.13 -0.24 0.12 0.125
H -0.89641 3.28316 3.20647 0.02 0.00 0.02 0.113
H 1.28459 4.44169 3.01885 -0.14 0.61 0.37 0.105
H 1.96318 5.83050 0.98488 0.16 0.19 0.02 0.109
H 2.46448 4.58314 -1.13648 -0.23 0.16 0.04 0.119
H 1.14915 3.08456 -2.80428 -0.45 0.89 0.13 0.107
H 1.83364 1.75818 -4.83186 0.09 0.46 0.29 0.111
H 3.24853 -0.12615 -4.56206 0.07 -0.06 0.41 0.112
H 5.33529 -0.44399 -1.59141 1.00 -0.09 0.46 0.076
H 5.05155 -1.20354 -3.24619 0.01 0.59 0.84 0.097
H 4.23807 -1.80809 -1.85042 -0.19 -0.32 0.55 0.059
C -6.04464 0.53754 0.11990 1.80 0.27 0.62 -0.071
C -4.99145 -0.59165 0.03104 0.21 0.55 -0.58 -0.258
O -3.71761 0.08264 -0.30092 0.32 -1.23 0.37 -0.372
P -2.38264 -0.85564 -0.54570 -0.14 0.88 0.36 -0.091
S -0.90455 0.40060 -1.15068 -0.35 -0.13 0.35 0.292
S -1.89965 -2.01707 0.98247 -0.21 0.13 -0.22 0.284
O -2.83777 -1.74431 -1.79454 0.19 -0.32 -0.02 -0.341
C -3.21171 -0.95907 -2.93678 -0.38 -0.17 -0.98 -0.321
C -3.66602 -1.87030 -4.09897 1.60 -0.41 0.05 -0.070
H -7.00270 0.09348 0.14695 -1.19 -0.36 0.36 0.053
H -6.02992 1.24018 -0.72035 0.30 -0.44 -0.11 0.078
H -5.82770 1.15471 1.01586 -0.40 -0.45 -0.36 0.085
H -5.26273 -1.29988 -0.78005 0.30 0.37 0.31 0.111
H -4.87360 -1.19659 0.96140 -0.09 0.68 -0.53 0.107
H -2.34305 -0.32417 -3.22085 -0.73 -0.28 0.11 0.073
H -4.07122 -0.36467 -2.59777 0.34 0.29 -0.47 0.104
H -2.84460 -2.61319 -4.39201 -0.96 1.24 0.28 0.099
H -3.95267 -1.24665 -4.97480 0.17 -0.51 0.60 0.082
H -4.48669 -2.48843 -3.76411 -0.44 -0.01 -0.05 0.060



[7]
5
Properties=species:S:1:pos:R:3:forces:R:3:lowdin_charge:R:1 method="wB97M-V/def2-TZVPD" charge=0 relative_energy_kcal_mol=0.0 max_force_ha_per_bohr=0.0165 homo_lumo_gap_ev="4.0 / 4.0" e_homo_ev="-4.973 / -4.972" energy_ev=-13235.0293
H -1.25334 1.03200 -0.17474 0.39 -0.26 -0.17 0.008
Mg -1.20589 -2.10863 -0.43742 0.11 -0.19 0.09 0.226
O 0.63879 0.44241 -0.21213 0.37 0.37 0.14 -0.634
C -0.55392 0.16298 -0.44730 -0.80 0.27 -0.01 -0.399
Tl 2.37436 0.47123 1.27159 -0.07 -0.20 -0.05 0.798



[8]
14
Properties=species:S:1:pos:R:3:forces:R:3:lowdin_charge:R:1 method="wB97M-V/def2-TZVPD" charge=0 relative_energy_kcal_mol=80.7 max_force_ha_per_bohr=0.1006 homo_lumo_gap_ev=8.3 e_homo_ev=-9.501 energy_ev=-18167.7467
O 2.49503 -0.05160 -1.90124 0.09 0.82 0.12 0.043
C 1.56815 0.60190 -1.48087 -0.34 -1.32 -0.34 -0.247
C 0.67224 -0.01251 -0.41581 -1.47 -1.08 0.07 -0.262
C 0.78707 0.26146 1.08837 1.04 0.92 -1.09 -0.664
S -0.33858 -0.85939 1.95019 -2.70 4.41 -0.20 0.685
H 1.20181 1.48875 -2.05153 0.32 0.05 0.55 0.124
H -0.41188 0.21359 -0.64616 1.19 -0.15 -0.20 0.085
H 0.77456 -1.13560 -0.49999 0.03 1.22 -0.31 0.121
H 0.62145 1.34638 1.26404 0.05 -0.90 0.36 0.074
H 1.74590 0.01023 1.47627 1.06 -0.04 0.03 0.045
H -1.31081 0.71374 1.58148 1.06 -3.88 1.29 0.171
H -3.32460 -0.98508 -0.39538 -0.72 -0.23 -0.13 0.023
H -2.03248 -0.97013 0.43098 -0.36 0.35 -1.06 -0.074
O -2.44784 -0.62172 -0.40035 0.75 -0.19 0.89 -0.124